No. 1
A 8-piece molecular cluster, C5H29N2O8 overall at a distorted geometry, computed with ωB97M-V/def2-TZVPD.

Summary:
Kohn-Sham gap = 9.49 eV
highest occupied orbital energy = -11.9 eV
charge = +1
energy = -25008.77045 eV
relative energy (zero: lowest compared OMol25 entry of this formula, charge and spin) = 72.6 kcal per mole
lowest unoccupied orbital energy = -2.371 eV

Structure (XYZ):
```
44
Properties=species:S:1:pos:R:3:forces:R:3
N -0.302 -2.043 0.276 -1.189 2.714 -1.464
C 0.234 -2.735 -0.918 0.502 0.742 0.320
C 0.696 -1.726 -1.992 1.986 -0.444 -0.206
N 0.357 -0.358 -1.635 0.774 0.737 -0.216
C 1.863 1.622 -1.890 0.460 -0.077 -1.391
C 1.477 0.438 -1.027 -3.209 2.921 1.797
C 0.860 1.067 0.450 -1.104 -4.066 -3.742
O 1.091 -0.068 1.293 0.744 1.651 1.289
H 0.266 -1.185 0.544 0.739 -1.619 0.794
H -0.455 -2.709 1.007 -0.049 0.197 0.803
H -1.163 -1.442 0.065 0.594 -2.135 -0.052
H -0.566 -3.321 -1.302 -0.398 -0.844 -0.211
H 1.101 -3.317 -0.572 -0.564 -0.108 -0.153
H 1.844 -1.841 -2.058 -1.674 0.280 -0.094
H 0.312 -2.069 -2.964 -0.063 0.507 0.296
H -0.093 0.207 -2.389 0.720 -1.028 0.774
H 2.892 1.499 -2.303 -0.492 0.395 0.468
H 1.708 2.602 -1.393 0.269 -0.630 -0.435
H 1.238 1.581 -2.805 0.263 0.475 0.484
H 2.307 -0.072 -0.598 0.286 -1.214 -0.634
H 1.366 1.958 0.680 0.226 1.123 0.825
H -0.256 1.046 0.314 1.192 1.017 0.342
H 2.042 0.036 1.479 -0.153 -0.670 0.012
H -3.260 -1.240 -1.281 0.718 -1.130 0.626
H -3.695 -2.392 -0.371 -0.303 -0.305 0.232
O -2.908 -2.031 -0.774 -0.523 1.657 -0.999
H -3.404 2.719 1.662 -0.058 -0.065 -0.072
H -2.795 1.976 0.379 -0.045 1.890 2.024
O -2.642 2.723 1.075 -0.218 -2.160 -1.870
H 4.247 1.091 1.440 -0.205 -0.562 -0.334
H 3.937 1.225 -0.017 -0.036 0.067 -0.470
O 3.791 0.620 0.713 0.618 0.665 1.127
H 0.417 -3.176 3.295 -0.548 -0.779 -0.309
H 1.303 -2.095 3.268 0.361 0.608 -0.725
O 0.850 -2.649 2.617 0.247 -0.097 1.354
H -1.322 0.336 4.222 -0.266 -0.002 0.112
H -2.613 -0.515 4.012 -0.103 0.179 0.324
O -1.733 -0.342 3.678 0.352 -0.217 -0.485
H -0.359 4.382 -0.555 -0.128 0.323 0.334
H -1.325 3.290 0.062 0.072 0.776 0.366
O -0.780 3.539 -0.694 0.220 -0.831 -0.840
H -2.501 1.770 -2.008 0.202 0.559 -0.016
H -1.666 0.755 -1.168 0.514 0.219 0.016
O -2.363 0.845 -1.816 -0.729 -0.717 -0.001
```
Forces are in eV/Å.

=====

No. 2
C33H32ClMnN3O3PS2 as an isolated structure, computed with ωB97M-V/def2-TZVPD.

Summary:
Kohn-Sham gap (alpha / beta) = 6.70 / 8.22 eV
highest occupied orbital energy (alpha / beta) = -8.3 / -8.3 eV
energy = -120158.08680 eV
relative energy (zero: lowest compared OMol25 entry of this formula, charge and spin) = 0.0 kcal per mole
2S+1 = 5
lowest unoccupied orbital energy (alpha / beta) = -1.564 / -0.050 eV
⟨S²⟩ = 6.41

Structure (XYZ):
```
76
Properties=species:S:1:pos:R:3:forces:R:3
Mn -0.516 -0.411 1.687 0.048 -0.645 -0.205
O 0.492 1.299 2.268 -0.237 0.162 -0.005
C 0.709 1.536 1.034 0.048 -0.009 -0.037
O 0.450 0.627 0.194 0.069 0.230 -0.153
C 1.187 2.881 0.591 -0.002 -0.032 -0.010
P 0.090 3.808 -0.618 0.047 0.041 0.019
C -1.575 3.094 -0.358 0.011 -0.011 -0.005
C -2.078 2.910 0.932 -0.002 -0.039 0.017
C -3.397 2.521 1.129 0.037 -0.011 0.004
C -4.239 2.324 0.045 -0.010 -0.005 0.011
C -3.754 2.520 -1.239 -0.001 -0.006 0.005
C -2.436 2.902 -1.439 0.018 0.013 -0.010
C 0.601 3.103 -2.230 -0.030 -0.037 -0.004
C 0.307 1.815 -2.683 0.044 -0.016 0.019
C 0.779 1.381 -3.910 0.006 -0.008 -0.008
C 1.546 2.224 -4.707 -0.004 -0.003 0.000
C 1.834 3.508 -4.274 0.003 -0.003 0.000
C 1.358 3.944 -3.044 0.006 0.015 -0.004
H 2.129 2.762 0.053 0.016 -0.005 -0.001
H 1.367 3.506 1.463 -0.032 0.001 0.009
H -1.447 3.077 1.797 0.031 0.001 0.022
H -3.767 2.378 2.136 0.002 -0.003 0.035
H -5.266 2.020 0.200 0.003 -0.001 0.003
H -4.403 2.374 -2.094 0.002 0.003 0.001
H -2.075 3.052 -2.449 -0.011 0.007 0.013
H -0.277 1.145 -2.068 0.006 -0.011 0.061
H 0.559 0.374 -4.242 0.002 0.008 0.000
H 1.917 1.878 -5.663 -0.005 0.000 0.004
H 2.425 4.173 -4.891 -0.002 -0.001 0.001
H 1.573 4.953 -2.710 -0.001 -0.005 0.003
C -4.326 -3.283 -4.094 -0.014 -0.011 0.000
C -2.902 -2.765 -3.934 0.038 -0.018 -0.002
C -2.694 -1.959 -2.664 0.013 0.036 -0.021
N -2.810 -2.833 -1.498 0.004 0.008 0.040
C -2.589 -2.429 -0.263 0.153 -0.064 -0.141
S -2.403 -0.775 0.059 -0.049 0.215 0.157
N -2.515 -3.348 0.753 0.001 0.078 0.105
C -2.770 -4.719 0.802 0.059 -0.143 -0.015
O -2.315 -5.365 1.712 0.028 0.022 -0.036
C -3.666 -5.327 -0.228 -0.013 0.034 0.023
C -4.968 -4.861 -0.390 -0.015 0.007 -0.018
C -5.814 -5.491 -1.288 -0.003 0.002 0.011
C -5.353 -6.561 -2.043 -0.007 -0.008 0.000
C -4.050 -7.014 -1.892 0.006 -0.004 -0.002
C -3.206 -6.407 -0.972 -0.010 -0.032 0.012
H -4.433 -3.860 -5.013 0.001 0.007 0.000
H -5.037 -2.455 -4.132 0.003 -0.003 0.004
H -4.617 -3.931 -3.265 0.007 0.005 -0.010
H -2.636 -2.124 -4.776 -0.023 0.006 -0.002
H -2.187 -3.594 -3.950 0.006 0.009 0.008
H -3.433 -1.160 -2.581 -0.002 0.002 -0.010
H -1.702 -1.501 -2.641 0.000 -0.015 0.004
H -2.809 -3.827 -1.679 -0.015 0.003 -0.015
H -1.978 -3.033 1.553 -0.015 0.022 -0.004
H -5.316 -4.016 0.193 0.002 -0.006 -0.002
H -6.833 -5.143 -1.403 0.007 -0.001 0.000
H -6.013 -7.045 -2.752 0.006 0.004 0.004
H -3.693 -7.848 -2.480 -0.002 0.007 0.004
H -2.196 -6.766 -0.823 -0.005 0.008 0.004
Cl -1.367 1.687 5.020 0.009 0.025 -0.118
C -0.342 0.302 5.256 -0.098 -0.003 0.035
C 0.626 0.381 6.241 -0.001 -0.011 -0.017
C 1.419 -0.722 6.513 0.013 0.003 0.018
C 1.222 -1.906 5.815 -0.001 -0.017 -0.002
C 0.250 -1.975 4.837 0.036 0.027 -0.022
C -0.553 -0.869 4.516 0.013 0.021 -0.053
C -1.529 -0.975 3.426 -0.091 0.092 0.323
H 0.747 1.303 6.791 0.002 -0.002 -0.004
H 2.179 -0.658 7.281 0.002 -0.002 -0.008
H 1.828 -2.776 6.032 -0.004 0.001 0.002
H 0.098 -2.896 4.288 -0.003 0.002 0.027
H -1.888 -1.990 3.286 0.000 -0.007 -0.056
H -2.346 -0.255 3.443 0.044 0.029 -0.012
S 0.757 -2.503 1.611 -0.049 -0.011 -0.032
C 0.564 -2.832 -0.029 0.009 0.024 0.044
N 0.408 -3.102 -1.144 -0.106 0.028 -0.011
```
Forces are in eV/Å.

=====

No. 3
C42H53O2Zr as an isolated structure at a distorted geometry, computed with ωB97M-V/def2-TZVPD.

Summary:
Kohn-Sham gap = 3.91 eV
highest occupied orbital energy = -1.7 eV
charge = -1
energy = -49786.91808 eV
lowest unoccupied orbital energy = 2.218 eV

Structure (XYZ):
```
98
Properties=species:S:1:pos:R:3:forces:R:3
C 0.002 -1.149 0.810 -0.123 0.168 -0.668
C 0.230 -0.126 1.863 -0.126 0.509 1.152
C -0.686 0.941 2.196 0.408 -1.181 0.216
C -1.918 1.268 1.420 -0.332 0.005 0.017
C -0.466 1.277 3.576 0.822 -0.549 -0.607
C -1.396 2.094 4.411 0.071 0.254 0.043
C 0.658 0.549 4.028 -0.168 0.188 -1.194
C 1.054 0.338 5.436 0.259 0.406 0.715
C 1.212 -0.186 2.921 -1.907 -0.096 0.001
C 2.369 -1.117 2.953 0.371 -0.479 -0.044
Zr 1.596 1.668 1.255 0.011 -0.758 0.664
C 2.260 0.355 -0.551 0.061 0.848 0.516
C 0.366 2.924 -0.057 -0.488 0.610 -0.359
C 2.916 3.576 1.775 0.166 -0.244 1.332
C 3.250 4.350 0.540 0.139 0.098 -0.550
C 2.038 4.013 2.836 1.759 -0.292 -0.459
C 1.101 5.153 2.754 -0.626 0.255 -0.059
C 2.472 3.396 4.037 0.358 -0.336 -0.671
C 1.971 3.739 5.387 -0.433 -0.022 0.537
C 3.487 2.469 3.736 -0.450 0.250 -0.899
C 4.286 1.667 4.701 0.101 -0.237 0.367
C 3.741 2.504 2.322 -0.502 1.209 0.211
C 4.964 1.941 1.667 0.491 -0.306 -0.239
H -0.934 -1.697 0.990 0.180 0.076 0.150
H -0.107 -0.675 -0.167 -0.012 -0.345 0.102
H 0.806 -1.883 0.743 -0.017 0.140 -0.011
H -2.776 0.699 1.807 0.068 0.107 -0.070
H -2.164 2.334 1.488 -0.011 -0.138 -0.068
H -1.808 1.015 0.363 -0.040 -0.002 0.110
H -2.143 1.471 4.937 0.258 0.173 -0.244
H -0.835 2.655 5.164 -0.270 -0.035 0.013
H -1.931 2.812 3.779 -0.001 -0.086 0.191
H 0.569 -0.565 5.850 0.139 0.242 -0.230
H 2.134 0.201 5.541 -0.117 0.018 0.055
H 2.491 3.185 6.179 -0.137 0.155 -0.194
H 2.053 -2.135 3.239 0.200 0.232 -0.070
H 2.847 -1.182 1.962 -0.159 -0.092 0.310
H 3.136 -0.779 3.659 -0.194 -0.175 -0.097
H 2.996 1.042 -0.999 0.204 -0.099 -0.202
H 2.788 -0.585 -0.322 -0.190 0.221 -0.093
H 1.498 0.171 -1.335 0.338 0.069 0.512
H -0.094 3.803 0.425 0.051 -0.227 -0.111
H 1.024 3.315 -0.854 -0.147 -0.150 0.173
H -0.437 2.371 -0.561 0.142 0.033 0.061
H 4.334 4.557 0.506 -0.334 -0.052 0.007
H 2.989 3.829 -0.395 0.160 0.283 0.140
H 2.731 5.319 0.541 0.049 -0.332 -0.092
H 1.567 6.043 2.312 -0.085 -0.131 0.098
H 0.224 4.904 2.147 0.045 0.166 0.023
H 0.728 5.412 3.748 0.056 0.076 -0.087
H 2.056 4.811 5.615 0.118 -0.180 -0.100
H 0.907 3.503 5.463 0.014 0.000 0.177
H 0.749 1.181 6.074 0.146 -0.220 -0.098
H 5.340 1.990 4.706 -0.237 -0.069 -0.016
H 3.900 1.772 5.729 0.221 -0.152 -0.428
H 4.284 0.601 4.429 0.086 0.275 0.198
H 5.874 2.281 2.203 -0.300 -0.150 -0.289
H 4.972 0.834 1.689 0.109 0.431 -0.101
H 5.055 2.264 0.609 -0.072 -0.239 0.577
C 0.742 -8.140 -5.010 0.387 0.325 1.287
O 1.139 -7.761 -3.657 -0.095 -1.549 -1.583
C 0.758 -6.510 -3.270 -0.374 1.835 0.082
C 1.425 -5.913 -2.165 -0.170 -0.880 -1.109
C 1.251 -4.583 -1.884 -0.421 0.568 -0.155
C 0.308 -3.773 -2.612 -0.116 0.241 -0.380
C 0.093 -2.404 -2.313 0.136 -0.790 -0.150
C -1.028 -1.674 -2.852 -0.484 0.211 -0.224
C -1.993 -1.066 -1.996 0.597 0.040 -0.191
C -2.946 -0.184 -2.465 -0.340 0.246 -1.016
C -3.084 -0.003 -3.853 0.398 -0.419 0.454
O -4.034 0.897 -4.337 -0.946 0.291 -0.325
C -5.325 0.407 -4.534 0.753 -0.158 0.388
C -6.364 1.060 -3.862 0.145 -0.533 -0.271
C -7.650 0.530 -3.953 0.106 0.254 -0.217
C -7.904 -0.583 -4.756 -0.088 -0.035 0.005
C -6.857 -1.206 -5.438 0.250 0.253 0.025
C -5.550 -0.723 -5.330 -0.480 0.288 0.284
C -2.279 -0.718 -4.752 -0.596 0.203 0.700
C -1.296 -1.555 -4.249 0.142 -0.029 0.100
C -0.428 -4.439 -3.647 0.198 0.249 0.353
C -0.164 -5.737 -4.010 0.843 -1.159 0.312
H 1.253 -9.083 -5.203 -0.084 0.041 0.014
H -0.351 -8.280 -5.078 0.354 0.034 0.004
H 1.065 -7.381 -5.745 -0.121 -0.215 0.302
H 2.136 -6.529 -1.611 -0.116 0.180 -0.107
H 1.844 -4.112 -1.094 -0.263 -0.147 -0.138
H 0.741 -1.965 -1.568 -0.429 0.007 0.266
H -1.997 -1.331 -0.943 0.188 0.190 -0.127
H -3.601 0.349 -1.773 -0.007 -0.176 -0.246
H -6.126 1.932 -3.256 -0.087 -0.239 -0.099
H -8.453 1.015 -3.399 0.061 -0.150 -0.166
H -8.924 -0.959 -4.863 0.337 0.068 0.113
H -7.049 -2.077 -6.062 -0.017 0.141 0.119
H -4.718 -1.210 -5.834 -0.225 0.113 0.192
H -2.480 -0.596 -5.819 0.272 -0.081 0.245
H -0.699 -2.139 -4.948 0.094 0.391 0.175
H -1.186 -3.914 -4.214 0.146 -0.028 0.170
H -0.602 -6.160 -4.924 -0.074 0.298 0.599
```
Forces are in eV/Å.